ORCA calculation (wB97M-V/def2-TZVPD) on 2 unconnected molecules or ions with the total composition C6H13N in a non-equilibrium geometry.

Geometry (Å):
C -1.445 1.670 0.269
C -0.971 0.250 0.439
N -1.232 -0.634 -0.474
C -1.363 -2.001 -0.018
C 1.229 0.535 0.026
C 1.786 -0.829 0.285
C 1.353 1.271 -1.109
H -2.450 1.724 0.716
H -0.815 2.390 0.800
H -1.514 1.919 -0.793
H -0.965 -0.044 1.509
H -0.539 -2.642 -0.369
H -1.415 -2.110 1.083
H -2.279 -2.427 -0.454
H 2.881 -0.836 0.245
H 1.542 -1.103 1.321
H 1.374 -1.520 -0.447
H 1.027 2.280 -1.393
H 1.867 0.766 -1.900
H 1.947 1.322 0.407

Output
- ΔE to the lowest compared entry with this formula, charge and spin: 111.08 kcal/mol
- SMILES: C/C=N/C.C=CC
- Maximum force: 3.30 eV Å⁻¹


ORCA calculation (wB97M-V/def2-TZVPD) on a single C6H13N molecule.

Geometry (Å):
C -1.732 -0.355 1.625
C -0.533 0.386 0.901
N 1.023 -0.052 0.603
C 2.183 0.824 0.230
C 0.004 -0.124 -0.402
C 0.010 0.774 -1.625
C -0.365 -1.577 -0.593
H -1.498 -0.971 2.499
H -2.473 0.386 1.975
H -2.321 -0.999 0.948
H -0.565 1.428 1.168
H 2.883 0.206 -0.370
H 1.993 1.702 -0.410
H 2.769 1.165 1.088
H -0.980 0.730 -2.085
H 0.201 1.817 -1.358
H 0.753 0.478 -2.378
H -0.492 -2.007 0.404
H 0.439 -2.139 -1.074
H -1.299 -1.675 -1.149

Output
- ΔE to the lowest compared entry with this formula, charge and spin: 50.32 kcal/mol
- SMILES: C[C@H]1N(C)C1(C)C
- Maximum force: 0.85 eV Å⁻¹


ORCA calculation (wB97M-V/def2-TZVPD) on a gas-phase ion, C6H13N (charge +1) in a non-equilibrium geometry.

Geometry (Å):
C -2.211 1.510 0.461
C -0.713 0.903 0.311
C -0.585 -0.773 0.586
C 0.754 -1.134 0.078
C 2.400 -1.361 -1.931
C 1.163 -1.163 -1.480
N 0.124 1.447 1.393
H -2.810 0.964 -0.272
H -2.092 2.510 0.094
H -2.616 1.250 1.480
H -0.343 0.903 -0.713
H -1.366 -1.246 -0.030
H -0.687 -1.162 1.621
H 1.523 -0.349 0.479
H 1.329 -2.096 0.632
H 2.712 -1.407 -2.949
H 3.346 -1.388 -1.284
H 0.337 -1.094 -2.218
H -0.383 1.186 2.306
H 0.115 2.500 1.436

Output
- 2S+1: 2
- ΔE to the lowest compared entry with this formula, charge and spin: 89.32 kcal/mol
- ⟨S²⟩: 0.7614
- Net charge: +1
- Maximum force: 5.00 eV Å⁻¹


The highest maximum force belongs to which entry? number 3


Repeat the third record exactly.
ORCA calculation (wB97M-V/def2-TZVPD) on a gas-phase ion, C6H13N (charge +1) in a non-equilibrium geometry.

Geometry (Å):
C -2.211 1.510 0.461
C -0.713 0.903 0.311
C -0.585 -0.773 0.586
C 0.754 -1.134 0.078
C 2.400 -1.361 -1.931
C 1.163 -1.163 -1.480
N 0.124 1.447 1.393
H -2.810 0.964 -0.272
H -2.092 2.510 0.094
H -2.616 1.250 1.480
H -0.343 0.903 -0.713
H -1.366 -1.246 -0.030
H -0.687 -1.162 1.621
H 1.523 -0.349 0.479
H 1.329 -2.096 0.632
H 2.712 -1.407 -2.949
H 3.346 -1.388 -1.284
H 0.337 -1.094 -2.218
H -0.383 1.186 2.306
H 0.115 2.500 1.436

Output
- 2S+1: 2
- ΔE to the lowest compared entry with this formula, charge and spin: 89.32 kcal/mol
- ⟨S²⟩: 0.7614
- Net charge: +1
- Maximum force: 5.00 eV Å⁻¹